[1]
DFT (the ωB97M-V functional and the def2-TZVPD basis) results for a molecular structure, C11H30Cl2GaOP3.

The geometry in ORCA input format:
```
! RIJCOSX wB97M-V def2-TZVPD def2/J DEFGRID3
* xyz 2 1
C -0.588 -0.095 -3.337
C -0.697 -0.368 -1.882
H -1.600 0.084 -3.730
H -0.136 -0.965 -3.836
H 0.054 0.770 -3.528
O -1.662 -0.835 -1.312
Cl 2.304 -0.096 -2.125
Ga 0.879 0.003 -0.281
P 1.001 -2.500 -0.426
C -0.125 -3.399 0.686
C 0.771 -3.320 -2.039
H 1.007 -4.387 -1.925
H 2.808 -4.073 -0.077
H 1.437 -2.869 -2.783
H 3.417 -2.425 -0.451
H -1.157 -3.093 0.481
H -0.270 -3.209 -2.368
C 2.673 -3.000 0.112
H -0.019 -4.476 0.498
H 2.785 -2.785 1.180
H 0.120 -3.183 1.733
P 0.730 2.416 -0.625
C -0.351 3.301 0.541
C 2.393 3.079 -0.250
H 1.030 2.754 -3.011
H 0.395 4.218 -2.194
H -0.696 2.841 -2.538
C 0.326 3.122 -2.255
H 3.153 2.462 -0.742
H 2.456 4.110 -0.622
H -0.320 4.374 0.313
H -0.003 3.138 1.568
H 2.558 3.058 0.833
H -1.384 2.941 0.442
Cl 2.045 0.099 1.630
C -1.377 1.481 3.211
P -1.251 0.222 1.862
C -1.402 -1.250 2.948
C -2.958 0.316 1.195
H -0.411 1.524 3.732
H -2.164 1.175 3.919
H -1.615 2.467 2.796
H -2.045 -1.012 3.805
H -1.832 -2.082 2.381
H -0.405 -1.529 3.313
H -3.218 -0.656 0.763
H -3.659 0.583 1.995
H -3.000 1.069 0.400
*
```

Computed properties:
Orbital gap (alpha / beta)   6.11 / 3.79 eV
LUMO level (alpha / beta)   -9.8 / -11.1 eV
Energy relative to the best compared isomer or geometry (same formula, charge and spin)   1.804 eV
E_HOMO (alpha / beta)   -15.87 / -14.88 eV

Mulliken atomic charge list, values in e, 4 entries: -1.09, 0.69, 0.44, 0.28

=====

[2]
DFT (the ωB97M-V functional and the def2-TZVPD basis) results for a molecular structure, C11H30Cl2O2P3Pr.

The geometry in ORCA input format:
```
! RIJCOSX wB97M-V def2-TZVPD def2/J DEFGRID3
* xyz 2 3
C 1.404 -0.065 -6.447
C 0.954 0.297 -5.044
H 2.514 -0.073 -6.502
H 0.996 0.658 -7.182
H 1.008 -1.067 -6.709
O 1.678 0.495 -4.093
Cl -0.785 0.390 -4.902
Pr 0.164 0.057 -0.378
P -0.032 2.895 -0.437
C 1.134 3.832 0.614
C 0.167 3.273 -2.228
H 0.010 4.327 -2.508
H -2.097 4.355 -0.014
H -0.537 2.671 -2.824
H -2.468 2.675 -0.493
H 2.152 3.540 0.340
H 1.185 3.009 -2.543
C -1.768 3.302 0.088
H 1.086 4.925 0.580
H -1.885 3.021 1.151
H 0.991 3.533 1.657
P 0.231 -2.826 -0.004
C 1.475 -3.611 1.091
C -1.455 -3.404 0.534
H -0.255 -2.992 -2.400
H 0.399 -4.542 -1.864
H 1.485 -3.165 -2.063
C 0.480 -3.452 -1.728
H -2.209 -2.928 -0.118
H -1.608 -4.501 0.483
H 1.465 -4.708 1.143
H 1.327 -3.237 2.107
H -1.633 -3.093 1.575
H 2.469 -3.305 0.745
Cl -1.996 -0.299 -1.760
C -0.520 1.163 4.473
P -0.521 0.008 3.076
C -2.000 -0.966 3.565
C 1.289 -0.340 2.960
O -0.793 0.673 1.699
H -0.844 2.214 4.322
H 0.496 1.170 4.887
H -1.144 0.725 5.269
H -2.874 -0.270 3.738
H -2.320 -1.701 2.808
H -1.828 -1.513 4.505
H 1.603 -0.992 2.122
H 1.839 0.622 2.795
H 1.571 -0.780 3.913
*
```

Computed properties:
Orbital gap (alpha / beta)   8.16 / 8.47 eV
LUMO level (alpha / beta)   -6.8 / -6.4 eV
E_HOMO (alpha / beta)   -14.95 / -14.89 eV
<S²>   2.0052

Mulliken atomic charge list, values in e, 4 entries: -1.04, 0.74, 0.29, 0.34

=====

[3]
DFT (the ωB97M-V functional and the def2-TZVPD basis) results for a molecular structure, C11H30F3O9Y.

The geometry in ORCA input format:
```
! RIJCOSX wB97M-V def2-TZVPD def2/J DEFGRID3
* xyz 0 1
Y 0.849 0.627 0.647
O 3.122 1.417 1.193
C 3.100 2.831 1.082
C 1.749 3.541 1.489
O 0.530 3.020 1.051
H 3.366 3.181 0.085
H 3.914 3.317 1.620
H 1.911 4.611 1.360
H 1.593 3.358 2.552
C -1.162 -2.066 -0.970
O -1.871 -1.013 -1.617
O -0.331 -1.399 -0.047
C -2.064 -3.350 -0.490
F -3.250 -2.926 -0.035
F -2.325 -4.166 -1.519
F -1.491 -4.130 0.436
C -2.465 -1.404 -2.876
C -3.447 -0.276 -3.245
H -4.102 -0.043 -2.405
H -2.929 0.653 -3.483
H -3.919 -0.555 -4.186
H -3.061 -2.316 -2.881
H -1.774 -1.627 -3.689
H -0.458 -2.319 -1.762
C 1.511 -1.502 3.592
O 1.216 -0.433 2.789
H 2.420 -1.234 4.131
H 0.727 -1.670 4.330
H 1.732 -2.444 3.090
H 1.169 0.220 3.492
C -2.077 -0.217 2.705
O -1.246 0.688 2.002
H -1.914 -1.242 2.370
H -1.583 -0.140 3.674
H -3.120 0.092 2.768
H -1.814 1.462 2.009
C 2.683 -2.798 0.363
O 2.490 -1.418 0.341
H 3.409 -3.121 1.109
H 1.728 -3.269 0.598
H 2.980 -3.149 -0.625
H 3.249 -1.025 -0.095
C -1.743 2.394 -1.312
O -0.923 1.275 -0.988
H -1.179 3.044 -1.982
H -2.766 2.173 -1.615
H -1.837 3.176 -0.558
H -1.509 0.545 -1.203
C 1.730 1.901 -2.175
O 1.807 0.568 -1.590
H 2.692 2.375 -2.368
H 1.285 1.981 -3.166
H 1.174 2.692 -1.672
H 2.226 0.111 -2.323
*
```

Computed properties:
Orbital gap   7.20 eV
LUMO level   0.2 eV
Energy relative to the best compared isomer or geometry (same formula, charge and spin)   4.005 eV
E_HOMO   -6.96 eV

Mulliken atomic charge list, values in e, 4 entries: 1.53, -0.68, -0.49, -0.58

=====

[4]
DFT (the ωB97M-V functional and the def2-TZVPD basis) results for a molecular structure, C11H32AsAuBr2O3SSi3.

The geometry in ORCA input format:
```
! RIJCOSX wB97M-V def2-TZVPD def2/J DEFGRID3
* xyz 2 1
Au -1.251 0.510 -1.262
Br -3.138 1.332 -2.814
C -4.609 0.228 -2.095
Br -4.096 -1.594 -1.920
H -5.399 0.331 -2.828
H -4.838 0.653 -1.127
C -3.181 0.673 3.231
S -2.369 0.922 1.702
O -1.214 -0.157 1.802
O -1.767 2.218 1.622
O -3.234 0.529 0.611
H -2.481 0.884 4.035
H -3.545 -0.350 3.274
H -4.010 1.379 3.246
C -0.548 -3.355 0.396
Si 0.863 -2.377 1.092
C 2.520 -2.703 0.334
C 0.953 -2.318 2.942
As 0.191 -0.067 0.601
Si 1.605 1.778 1.417
C 1.217 1.816 3.224
C 1.169 3.289 0.446
C 3.290 1.095 1.016
Si 0.325 0.207 -3.103
C 0.649 1.986 -3.461
C -0.880 -0.694 -4.161
C 1.788 -0.789 -2.586
H -0.540 -4.359 0.829
H -0.462 -3.459 -0.687
H -1.514 -2.905 0.631
H 2.884 -3.634 0.780
H 3.252 -1.932 0.576
H 2.498 -2.850 -0.744
H 0.903 -3.347 3.311
H 0.136 -1.765 3.405
H 1.903 -1.894 3.273
H 0.217 2.210 3.409
H 1.935 2.486 3.707
H 1.313 0.836 3.693
H 0.102 3.503 0.493
H 1.483 3.206 -0.596
H 1.699 4.145 0.877
H 3.554 0.258 1.664
H 4.032 1.881 1.178
H 3.392 0.777 -0.024
H -0.170 2.651 -3.183
H 0.798 2.087 -4.542
H 1.552 2.334 -2.957
H -1.639 -0.035 -4.583
H -1.375 -1.510 -3.632
H -0.308 -1.145 -4.980
H 2.262 -0.424 -1.673
H 2.533 -0.697 -3.385
H 1.547 -1.846 -2.476
*
```

Computed properties:
Orbital gap   8.52 eV
LUMO level   -7.2 eV
Energy relative to the best compared isomer or geometry (same formula, charge and spin)   0.362 eV
E_HOMO   -15.74 eV

Mulliken atomic charge list, values in e, 4 entries: 0.23, -0.04, -0.48, -0.01

=====

[5]
DFT (the ωB97M-V functional and the def2-TZVPD basis) results for a molecular structure, C11H32KN2O5.

The geometry in ORCA input format:
```
! RIJCOSX wB97M-V def2-TZVPD def2/J DEFGRID3
* xyz 1 1
K -0.604 0.244 0.649
C -1.535 -3.843 -1.736
C -2.464 -3.323 -0.661
O -2.318 -1.903 -0.454
H -0.486 -3.601 -1.576
H -1.807 -3.435 -2.716
H -1.643 -4.927 -1.827
H -2.255 -3.810 0.288
H -3.494 -3.526 -0.959
H -2.771 -1.476 -1.187
C 1.806 -0.777 3.542
C 2.141 0.639 3.116
O 0.971 1.307 2.637
H 0.906 -0.825 4.150
H 2.669 -1.206 4.053
H 1.669 -1.406 2.656
H 2.933 0.591 2.358
H 2.596 1.196 3.940
H 1.002 2.206 2.972
C -2.855 1.505 3.496
O -2.430 1.203 2.387
N -2.124 2.243 4.385
N -4.096 1.129 3.921
H -1.181 2.482 4.155
H -2.426 2.371 5.335
H -4.388 1.264 4.872
H -4.693 0.640 3.282
C 0.964 3.448 -2.399
C -0.324 2.748 -2.727
C -0.220 1.860 -3.949
O -0.720 1.947 -1.566
H 0.969 3.921 -1.416
H 1.191 4.197 -3.159
H 1.806 2.747 -2.369
H -1.127 3.476 -2.871
H 0.586 1.136 -3.828
H -0.011 2.471 -4.826
H -1.164 1.336 -4.097
H -1.649 2.100 -1.377
C 2.283 -2.240 -2.342
C 2.323 -1.522 -1.005
C 2.293 -0.027 -1.136
O 1.228 -1.927 -0.164
H 2.154 -3.315 -2.245
H 3.238 -2.081 -2.850
H 1.499 -1.802 -2.964
H 3.267 -1.790 -0.510
H 2.334 0.443 -0.149
H 1.381 0.331 -1.627
H 3.124 0.358 -1.726
H 1.453 -2.777 0.224
*
```

Computed properties:
Orbital gap   10.75 eV
LUMO level   -2.2 eV
E_HOMO   -12.99 eV

Mulliken atomic charge list, values in e, 4 entries: 0.81, -0.77, -0.36, -0.42

=====

[6]
DFT (the ωB97M-V functional and the def2-TZVPD basis) results for a molecular structure, C11H32LaN2O5P2.

The geometry in ORCA input format:
```
! RIJCOSX wB97M-V def2-TZVPD def2/J DEFGRID3
* xyz 1 1
O -0.228 3.051 -3.670
H 0.213 3.395 -4.430
La 0.192 0.037 -0.025
N 2.186 -1.266 0.724
N 2.089 1.092 -0.333
O 2.309 -2.564 1.317
O 1.961 2.427 -0.822
C 3.421 -0.649 0.594
C 3.363 0.676 0.078
C 4.722 -1.274 0.989
C 4.547 1.562 -0.077
H 4.638 -2.360 0.995
H 5.033 -0.936 1.992
H 5.530 -0.977 0.291
H 4.234 2.611 -0.113
H 5.091 1.338 -1.012
H 5.257 1.426 0.757
H 1.413 -2.943 1.441
H 1.128 2.551 -1.331
O 0.569 0.724 2.389
H 1.345 0.078 2.316
H 0.980 1.483 1.925
C -0.112 1.618 -3.665
H -0.874 1.269 -2.952
H 0.862 1.351 -3.235
H -0.254 1.159 -4.661
O 0.557 -1.865 -1.590
H 1.367 -2.022 -1.057
H -0.088 -2.398 -1.067
C -3.114 -1.792 2.593
P -1.774 -1.712 1.358
C -1.149 -3.424 1.539
C -2.847 -1.453 -0.169
C -3.348 -0.007 -0.369
P -2.134 1.352 -0.626
C -2.998 2.512 -1.633
C -1.869 1.926 1.109
H -2.667 -1.966 3.592
H -3.703 -0.856 2.608
H -3.761 -2.645 2.324
H -2.011 -4.091 1.687
H -0.536 -3.782 0.692
H -0.536 -3.463 2.449
H -2.313 -1.822 -1.070
H -3.730 -2.093 -0.003
H -3.959 0.075 -1.288
H -3.929 0.375 0.489
H -3.944 2.611 -1.071
H -2.385 3.424 -1.729
H -3.127 2.010 -2.612
H -2.854 2.352 1.324
H -1.658 1.159 1.857
H -1.103 2.718 1.184
*
```

Computed properties:
Orbital gap (alpha / beta)   5.05 / 5.05 eV
LUMO level (alpha / beta)   -3.0 / -3.0 eV
E_HOMO (alpha / beta)   -8.08 / -8.08 eV

Mulliken atomic charge list, values in e, 4 entries: -0.48, 0.28, 1.04, -0.20

=====

[7]
DFT (the ωB97M-V functional and the def2-TZVPD basis) results for a molecular structure, C11H32N2O5P2Pt.

The geometry in ORCA input format:
```
! RIJCOSX wB97M-V def2-TZVPD def2/J DEFGRID3
* xyz 0 3
O -3.569 -0.970 1.007
H -4.425 -1.323 1.300
Pt -0.330 0.120 0.027
N -0.120 -0.646 -1.866
N 0.045 1.705 -1.183
O -0.388 -1.942 -2.161
O 0.090 3.060 -0.871
C 0.195 0.168 -2.879
C 0.390 1.492 -2.442
C 0.266 -0.332 -4.273
C 0.810 2.697 -3.175
H -0.199 -1.316 -4.355
H 1.304 -0.417 -4.609
H -0.243 0.347 -4.964
H 1.630 3.214 -2.660
H -0.022 3.405 -3.293
H 1.153 2.392 -4.167
H -1.340 -1.998 -1.734
H -0.435 3.203 -0.058
O 3.275 -0.094 -0.982
H 3.184 -1.033 -1.222
H 4.166 0.150 -1.292
C -2.402 0.989 0.028
H -3.013 0.512 0.806
H -2.784 0.788 -0.978
H -2.322 2.066 0.211
O -2.625 -1.544 -1.142
H -3.110 -1.333 -0.115
H -3.323 -1.976 -1.655
C 0.190 1.601 3.154
P 1.026 1.023 1.652
C 2.184 2.334 1.238
C 2.090 -0.354 2.230
C 1.364 -1.695 2.281
P -0.233 -1.664 1.380
C -0.327 -3.299 0.601
C -1.552 -1.638 2.615
H -0.336 2.534 2.912
H -0.528 0.876 3.550
H 0.953 1.805 3.919
H 2.889 2.458 2.069
H 2.747 2.067 0.340
H 1.661 3.282 1.079
H 2.950 -0.391 1.542
H 2.464 -0.070 3.224
H 1.957 -2.477 1.787
H 1.184 -2.020 3.316
H -0.330 -4.095 1.359
H -1.235 -3.376 -0.014
H 0.565 -3.396 -0.030
H -2.519 -1.443 2.046
H -1.611 -2.612 3.110
H -1.412 -0.834 3.338
*
```

Computed properties:
Orbital gap (alpha / beta)   5.08 / 6.85 eV
LUMO level (alpha / beta)   0.2 / -0.5 eV
E_HOMO (alpha / beta)   -4.86 / -7.32 eV
<S²>   2.0210

Mulliken atomic charge list, values in e, 4 entries: -0.83, 0.10, 0.53, 0.32

=====

[8]
DFT (the ωB97M-V functional and the def2-TZVPD basis) results for 5 unconnected molecules or ions with the total composition C11H32N4O5.

The geometry in ORCA input format:
```
! RIJCOSX wB97M-V def2-TZVPD def2/J DEFGRID3
* xyz 1 2
C 25.152 10.457 3.501
C 26.009 11.369 4.359
C 26.539 10.679 5.672
O 27.198 11.908 3.638
H 24.190 10.225 3.958
H 25.732 9.535 3.554
H 25.064 10.695 2.441
H 25.508 12.293 4.650
H 25.774 10.753 6.445
H 27.453 11.247 5.843
H 26.794 9.619 5.634
H 27.496 12.605 4.228
C 27.514 14.173 11.371
C 28.816 15.028 11.498
C 30.081 14.290 11.854
O 28.933 15.641 10.264
H 27.498 13.397 10.606
H 26.736 14.863 11.045
H 27.164 13.790 12.329
H 28.594 15.764 12.272
H 30.888 15.022 11.822
H 30.267 13.412 11.236
H 30.053 13.952 12.889
H 28.708 14.947 9.640
C 28.217 10.660 11.379
C 26.850 10.068 11.123
C 25.985 10.956 10.242
O 27.020 8.841 10.364
H 28.270 11.578 11.964
H 28.821 10.871 10.497
H 28.895 9.943 11.843
H 26.493 9.821 12.123
H 25.518 11.790 10.766
H 25.146 10.363 9.879
H 26.520 11.155 9.313
H 27.390 8.260 11.034
C 29.335 6.650 11.753
O 28.204 6.316 11.503
N 29.573 7.418 12.783
N 30.452 6.226 11.260
H 28.833 7.825 13.337
H 30.501 7.702 13.059
H 30.247 5.745 10.396
H 31.318 6.290 11.776
C 26.146 6.762 7.279
O 25.938 6.582 6.078
N 25.611 7.793 7.917
N 26.862 6.028 8.098
H 24.906 8.278 7.381
H 26.044 8.342 8.647
H 26.788 6.284 9.072
H 27.207 5.118 7.827
*
```

Computed properties:
Orbital gap (alpha / beta)   9.40 / 3.30 eV
LUMO level (alpha / beta)   -2.7 / -8.8 eV
Energy relative to the best compared isomer or geometry (same formula, charge and spin)   0.939 eV
E_HOMO (alpha / beta)   -12.08 / -12.08 eV
<S²>   0.7643

Mulliken atomic charge list, values in e, 4 entries: -1.23, 0.33, -0.78, -0.57

=====

[9]
DFT (the ωB97M-V functional and the def2-TZVPD basis) results for 3 unconnected molecules or ions with the total composition C11H33BN3O4S.

The geometry in ORCA input format:
```
! RIJCOSX wB97M-V def2-TZVPD def2/J DEFGRID3
* xyz 1 1
C 0.163 -0.973 1.101
C -0.091 0.198 -0.022
N -0.816 -0.325 -1.242
S -1.125 0.933 -2.433
B -2.105 -1.073 -0.958
O -2.045 -2.568 -1.041
O -3.423 -0.482 -0.657
C -3.445 0.216 0.638
H 1.069 -0.711 1.831
H -0.772 -1.176 1.800
H 0.408 -1.978 0.517
H -0.565 1.182 0.442
H 0.992 0.532 -0.396
H -0.165 -1.015 -1.720
H -2.521 1.029 -2.590
H -2.394 -2.988 -0.201
H -3.281 -0.478 1.574
H -2.734 1.174 0.646
H -4.544 0.662 0.765
C 0.098 1.631 5.715
C -1.416 1.438 5.663
C -1.963 1.240 4.231
O -2.055 2.446 3.466
C -0.842 2.843 2.846
N -2.065 2.572 6.338
H 0.408 2.627 5.388
H 0.462 1.508 6.743
H 0.610 0.891 5.091
H -1.643 0.526 6.229
H -2.990 0.865 4.312
H -1.397 0.476 3.684
H -0.245 1.986 2.519
H -0.264 3.473 3.526
H -1.089 3.447 1.970
H -3.070 2.393 6.380
H -1.991 3.379 5.712
C 1.879 -2.908 -4.424
C 1.730 -1.427 -4.082
C 2.429 -0.488 -5.091
O 3.850 -0.416 -4.939
C 4.562 -1.470 -5.569
N 2.212 -1.202 -2.711
H 2.875 -3.295 -4.195
H 1.165 -3.506 -3.843
H 1.676 -3.088 -5.484
H 0.657 -1.197 -4.110
H 2.064 0.530 -4.913
H 2.161 -0.736 -6.126
H 4.089 -1.789 -6.502
H 4.663 -2.314 -4.884
H 5.569 -1.110 -5.797
H 2.027 -0.232 -2.456
H 3.235 -1.252 -2.738
*
```

Computed properties:
Orbital gap   7.84 eV
LUMO level   -3.7 eV
E_HOMO   -11.50 eV

Mulliken atomic charge list, values in e, 4 entries: -0.79, -0.45, 0.36, -0.08

=====

One value per record, in order, for max |F|: 0.126, 0.055, 0.082, 0.015, 0.016, 0.064, 0.060, 0.094, 0.117 hartree/bohr.
One value per record, in order, for E: -119214.106, -82958.254, -39515.459, -257141.151, -41466.249, -44570.394, -46962.614, -28115.011, -36105.999 eV.